No. 1
{"formula": "C4H14N2O", "method": "wB97M-V/def2-TZVPD", "symbols": ["C", "C", "C", "C", "N", "N", "H", "H", "H", "H", "H", "H", "H", "H", "H", "H", "H", "H", "H", "H", "O"], "coordinates": [[-0.723, -1.822, -0.175], [0.449, -1.292, 0.610], [0.956, 0.119, 0.214], [1.205, 2.376, 0.962], [0.806, 1.199, 1.192], [-0.414, -2.023, -1.715], [-1.109, -2.777, 0.260], [-1.537, -1.087, -0.104], [0.335, -1.230, 1.717], [1.391, -1.896, 0.586], [2.062, -0.020, 0.093], [0.655, 0.394, -0.806], [1.776, 2.580, 0.035], [1.113, 3.182, 1.704], [0.372, 0.932, 2.085], [-1.269, -2.180, -2.224], [0.288, -2.792, -2.002], [0.043, -1.171, -2.032], [-2.806, 2.353, 0.296], [-1.723, 2.801, -0.770], [-1.870, 2.353, 0.074]], "nbo_charge": [-0.22, -0.47, -0.26, 0.17, -0.39, -0.69, 0.28, 0.25, 0.27, 0.27, 0.25, 0.22, 0.24, 0.27, 0.46, 0.46, 0.47, 0.43, 0.51, 0.49, -0.99], "de_lowest_kj_mol": 136.94, "orbital_gap_ev": 10.22, "homo_energy_ev": -18.4, "total_charge": 2}

---

No. 2
{"formula": "C4H11NO", "method": "wB97M-V/def2-TZVPD", "symbols": ["C", "C", "H", "H", "H", "H", "H", "H", "C", "C", "O", "N", "H", "H", "H", "H", "H"], "coordinates": [[0.233, 1.037, -1.927], [1.618, 0.513, -2.314], [-0.528, 0.570, -2.542], [0.071, 0.768, -0.874], [0.184, 2.120, -1.943], [2.396, 0.881, -1.632], [1.914, 0.823, -3.318], [1.573, -0.582, -2.271], [-1.371, -1.221, 0.506], [-0.530, -0.339, 1.336], [-1.068, 0.554, 1.992], [0.805, -0.475, 1.228], [-2.396, -0.829, 0.440], [-1.572, -2.221, 0.876], [1.454, 0.170, 1.652], [1.098, -0.981, 0.397], [-1.141, -1.591, -0.496]], "mulliken_spin": [0.00, 0.00, 0.00, 0.00, 0.00, 0.00, 0.00, 0.00, 0.06, -0.02, 0.89, 0.07, 0.00, 0.00, 0.00, 0.00, 0.00], "de_lowest_kj_mol": 194.68, "orbital_gap_ev": [10.80, 5.97], "homo_energy_ev": [-15.5, -15.5], "spin_multiplicity": 2, "total_charge": 1, "s2": 0.75}

---

No. 3
{"formula": "H12O6", "method": "wB97M-V/def2-TZVPD", "symbols": ["O", "H", "H", "O", "H", "H", "O", "H", "H", "O", "H", "H", "O", "H", "H", "O", "H", "H"], "coordinates": [[3.267, 7.341, 6.979], [2.349, 7.314, 7.251], [3.279, 7.941, 6.234], [4.071, 8.161, 4.442], [4.944, 7.811, 4.265], [4.183, 9.111, 4.407], [4.185, 3.728, 7.999], [4.665, 4.033, 8.769], [3.266, 3.898, 8.206], [3.987, 3.993, 2.923], [4.028, 3.037, 2.954], [3.826, 4.256, 3.829], [1.648, 7.173, 3.670], [2.468, 7.561, 3.974], [1.673, 6.273, 3.994], [3.743, 4.796, 5.540], [4.180, 4.414, 6.301], [3.713, 5.734, 5.727]], "nbo_charge": [-0.96, 0.47, 0.49, -0.96, 0.50, 0.49, -0.94, 0.48, 0.48, -0.97, 0.46, 0.49, -0.96, 0.48, 0.47, -1.00, 0.50, 0.49], "smiles": "O.O.O.O.O.O", "de_lowest_kj_mol": 99.00, "orbital_gap_ev": 10.56, "homo_energy_ev": -10.4, "total_charge": 0}

---

Please write out number 2 again, unchanged.
{"formula": "C4H11NO", "method": "wB97M-V/def2-TZVPD", "symbols": ["C", "C", "H", "H", "H", "H", "H", "H", "C", "C", "O", "N", "H", "H", "H", "H", "H"], "coordinates": [[0.233, 1.037, -1.927], [1.618, 0.513, -2.314], [-0.528, 0.570, -2.542], [0.071, 0.768, -0.874], [0.184, 2.120, -1.943], [2.396, 0.881, -1.632], [1.914, 0.823, -3.318], [1.573, -0.582, -2.271], [-1.371, -1.221, 0.506], [-0.530, -0.339, 1.336], [-1.068, 0.554, 1.992], [0.805, -0.475, 1.228], [-2.396, -0.829, 0.440], [-1.572, -2.221, 0.876], [1.454, 0.170, 1.652], [1.098, -0.981, 0.397], [-1.141, -1.591, -0.496]], "mulliken_spin": [0.00, 0.00, 0.00, 0.00, 0.00, 0.00, 0.00, 0.00, 0.06, -0.02, 0.89, 0.07, 0.00, 0.00, 0.00, 0.00, 0.00], "de_lowest_kj_mol": 194.68, "orbital_gap_ev": [10.80, 5.97], "homo_energy_ev": [-15.5, -15.5], "spin_multiplicity": 2, "total_charge": 1, "s2": 0.75}